Formula: C3H12N2O3
Source: the OMol25 dataset
Level of theory: ωB97M-V with the def2-TZVPD basis set

Its energy relative to the best compared isomer or geometry (same formula, charge and spin) is 19.42 kcal/mol. Its HOMO energy is -9.6 eV. The calculation puts the total energy at -456.7392 Eh. The maximum force is 1.30 eV/Å. As for the frontier orbital gap: 10.0006 eV. The calculation puts the LUMO energy at 0.42 eV. As for the structure (SMILES): C[C@@H](N)C(N)=O.O.O.

Geometry as XYZ:
```
20
Properties=species:S:1:pos:R:3:forces:R:3:mulliken_charge:R:1
H 0.19123 2.27210 2.85957 -0.2427 -0.0735 -0.2072 0.336
O 0.35488 3.18933 2.62582 0.3934 0.2815 0.0212 -0.639
H 0.34612 3.26002 1.66493 -0.3984 -0.0193 0.2430 0.328
H -1.36343 -1.63945 -2.37278 -0.0695 -0.4613 0.2715 0.419
O -1.08876 0.58134 0.65492 0.0807 -0.0305 0.6273 -0.588
C -0.03786 0.29300 0.12263 -0.1247 -0.0239 -1.1549 0.486
H 1.16182 1.79785 0.93185 -0.4713 -0.2834 0.2079 0.022
H 2.00573 0.77960 -0.04855 -0.2554 -0.4814 -0.3343 0.160
H 0.45014 -1.70622 -0.67892 0.3488 0.0315 0.0448 0.230
H -1.93076 -0.13308 -1.81128 0.3133 0.2107 0.3124 0.325
N 1.09541 1.00921 0.30920 1.1325 0.4703 0.4227 -0.239
C 0.01987 -0.76744 -1.02402 -0.8291 0.7970 0.0555 0.298
H -2.07153 -1.46033 -0.70904 0.2503 -0.2007 0.0126 0.320
H -0.27772 -2.54244 1.26329 -0.0976 -0.2087 0.0464 0.325
H 0.23088 0.50612 -2.61192 0.0084 -0.0963 0.0898 0.267
H -0.01557 -1.57398 2.37641 -0.0677 -0.0533 0.1893 0.336
C -1.41537 -1.03639 -1.46640 -0.3655 0.0595 -0.6009 -1.304
H 1.67728 -0.01723 -2.07288 0.0665 -0.1044 0.1139 0.222
O -0.04807 -2.52127 2.19843 0.0872 0.2698 -0.2145 -0.644
N 0.71570 -0.29075 -2.21127 0.2408 -0.0838 -0.1466 -0.659
```
Forces are in eV/Å.



Formula: C38H84N4O6
Source: the OMol25 dataset
Level of theory: ωB97M-V with the def2-TZVPD basis set

Its energy relative to the best compared isomer or geometry (same formula, charge and spin) is 49.03 kcal/mol. Its HOMO energy is -8.4 eV. The calculation puts the total energy at -2168.4506 Eh. The maximum force is 3.94 eV/Å. As for the frontier orbital gap: 8.9547 eV. The calculation puts the LUMO energy at 0.53 eV. As for the structure (SMILES): CC1(C)CCCC(C)(C)N1O.CC1(C)CCCC(C)(C)N1O.CC1(C)CCCC(C)(C)N1O.CC1(C)CCCC(C)(C)N1O.CO.CO.

Geometry as XYZ:
```
132
Properties=species:S:1:pos:R:3:forces:R:3:mulliken_charge:R:1
C 11.92046 17.31183 15.04442 -0.1275 -2.0213 -0.1613 -1.563
C 7.40972 15.45378 10.61639 -1.7726 -0.4658 -0.1742 -1.849
C 8.15958 12.06310 18.36131 -0.5544 -1.3992 -1.7148 1.662
H 11.04028 16.05268 17.36964 0.9002 0.6212 0.3769 0.665
N 12.11789 9.20748 12.65062 1.6259 -0.5865 -0.2297 0.487
H 6.48738 15.63182 9.98732 0.8317 -0.4613 0.8052 0.356
H 6.30430 12.54549 12.28642 0.1836 1.2976 -0.2703 0.332
H 10.71104 12.68818 15.60788 -0.7073 0.0067 -0.0953 0.651
H 12.10357 10.37122 15.13661 0.0988 0.3613 0.5549 -0.091
H 7.78060 13.00441 16.44273 -0.0228 0.0215 0.2534 -0.124
O 8.72750 18.99410 15.83630 0.4168 -1.4845 -0.6565 -0.513
C 14.24258 10.41170 13.58626 -1.7065 0.6236 0.2910 -1.634
H 10.93306 13.40825 11.52624 -0.2297 -0.1188 -1.1891 0.159
H 11.69047 19.82130 16.21984 0.0839 0.0655 -0.7724 0.423
C 11.36867 15.84709 15.19961 -0.0180 1.4793 0.3161 0.230
C 13.17627 10.00833 10.43658 0.3889 -1.4413 1.3362 -1.911
H 12.58362 13.34422 18.99242 -0.6266 -0.8875 -0.2499 0.309
C 10.92334 11.19306 20.02128 -2.2467 0.0161 -0.1121 -1.693
H 9.46238 17.61646 13.35392 -0.9536 -1.6382 -0.3185 0.298
H 8.75624 12.62158 12.27887 -0.2041 0.5046 -0.7428 0.640
H 10.13546 14.43771 19.12367 0.0185 -0.6851 1.4612 -0.103
C 11.85770 12.77328 18.35353 -0.4071 1.5976 -0.9500 -1.107
H 7.25204 11.37017 16.37624 -0.0493 -0.0679 0.6733 0.346
H 6.75790 13.14099 19.49213 0.1542 0.2421 0.0204 0.572
N 9.56893 12.16252 17.96471 0.4630 -0.1815 0.8529 0.885
H 15.13725 8.17388 11.88036 -0.1591 -0.3291 0.3559 0.331
H 15.08381 10.27178 14.21201 0.6005 -0.3769 1.3249 0.479
C 8.81344 14.10029 7.96200 1.3807 0.7951 0.3957 -1.861
O 10.05787 11.07198 17.14390 -0.4578 1.2071 -0.0314 -0.321
H 8.47182 12.72187 21.18855 0.6311 0.2291 0.0805 0.400
N 9.85883 18.08329 16.03923 -1.2916 0.9113 -0.0248 0.119
H 10.84923 12.89339 13.90756 -0.2493 0.2340 -0.2160 0.243
C 8.62835 16.93961 17.77129 1.5881 0.1990 -0.2797 -1.999
C 7.82076 13.23954 19.24688 -0.0542 1.3885 -1.2298 -1.099
C 8.30658 11.68152 8.11519 -0.8145 -0.0192 -1.0867 -2.583
C 8.24619 16.24728 15.46778 0.5831 0.7463 -1.8113 -1.439
C 10.14659 18.38820 13.50484 0.1587 1.0541 1.1516 -1.655
C 10.10405 12.70684 14.68799 0.7186 -0.0693 -0.7046 -0.402
C 7.53687 13.93077 10.99147 -1.3467 0.2925 -0.1453 1.976
H 8.31284 10.49022 19.89619 -0.2501 0.1231 -0.4915 0.271
H 10.89335 18.34608 12.70858 0.0305 0.2570 0.2394 0.368
H 9.57208 11.64198 10.28704 0.3839 0.9109 -1.1514 -0.226
H 11.63117 11.55495 20.73349 0.6787 0.3896 0.3507 0.494
H 11.49943 8.74584 14.99573 0.5873 -0.0736 0.0150 0.202
C 13.90964 7.89954 13.66654 -0.0639 -1.8250 0.5470 -1.020
H 11.35555 10.30407 19.54860 -0.2264 0.2956 -0.2339 0.243
H 13.16512 7.13509 14.05486 0.7796 0.6783 -0.4854 0.376
H 8.68212 16.00376 18.30183 0.0408 -0.3888 0.2847 0.136
C 13.22741 9.23746 13.69533 -0.8214 0.3930 0.1373 1.810
C 10.19728 5.82981 12.89187 -0.8740 0.1713 -0.8214 -0.666
H 9.35409 5.30654 13.38667 0.4559 0.5503 0.1006 0.281
C 12.42549 9.34302 15.04937 0.9815 -0.4805 -0.1010 -1.599
H 14.81156 6.49198 12.28597 0.4142 -0.6935 0.1950 0.549
H 10.03921 10.89378 20.62990 0.6888 -0.0795 -0.3329 0.363
H 8.61341 16.05416 14.43983 -0.4082 0.5815 0.2692 -0.175
C 10.09181 13.57768 10.81315 -1.3719 0.2264 1.5667 -1.470
H 13.06486 8.97777 15.92383 -0.8665 0.7647 -1.0796 0.332
C 11.10929 8.59196 10.55521 0.0893 -0.2835 0.3536 -1.465
H 13.08917 10.97069 10.91060 0.0154 0.1287 0.5660 0.305
H 10.69452 10.40448 13.00348 0.5584 0.4142 -0.2079 0.191
H 8.94699 13.88086 6.91660 -0.0996 -0.5719 -0.3827 0.433
H 7.33082 16.18218 11.42889 0.1713 -0.5131 0.3543 0.388
C 7.78649 10.71892 18.95034 -2.0354 -0.5523 2.0474 -1.677
H 9.33898 13.48428 14.68028 0.2293 0.1765 0.2220 -0.218
H 9.50304 19.28825 13.44646 0.6850 -0.2662 -0.1877 0.349
C 10.51191 12.39580 19.07276 3.6030 -1.5584 0.2799 0.919
H 13.38369 7.05619 10.34105 0.0530 0.2927 0.3086 0.416
H 10.69404 9.55798 10.34374 -0.4864 0.4715 -0.0079 0.316
C 10.13701 13.60457 19.92066 -1.5567 0.6414 -1.8926 -0.769
H 7.41846 16.94384 15.54158 -0.2593 -0.1297 -0.6281 0.573
H 13.70836 11.32720 13.89358 0.3738 -0.2249 -0.0732 0.139
C 14.38036 7.46866 12.28580 -0.1475 1.3888 -0.9452 -0.892
H 11.47318 13.54406 17.62590 0.8295 -0.6664 0.3167 0.086
O 9.47820 11.45215 14.39823 0.5785 -0.5321 1.6609 -0.649
H 7.97721 14.10741 18.53565 -0.6002 -0.5995 0.8303 0.095
C 10.52101 15.87883 16.44939 -1.1219 -1.9620 0.1495 0.150
C 12.48625 8.82097 11.25399 -1.2339 1.0277 -0.6434 1.819
H 9.73865 14.63355 8.25231 -0.5059 0.0710 -0.0579 0.375
C 8.57965 12.93806 8.89310 -1.3174 -0.3262 -0.1407 2.475
C 9.76786 12.62888 9.73129 1.3099 -2.9853 0.3252 -0.943
H 9.78254 6.11883 11.87410 0.6282 -0.2710 1.0293 0.254
H 12.19189 15.14834 15.35605 0.0394 0.0126 -0.2512 0.468
C 7.31656 12.22616 17.06417 0.3244 0.7812 -0.3797 -1.368
H 10.36426 8.00061 11.14389 0.7883 0.4510 -0.3364 0.026
H 10.59054 20.59529 15.10105 -0.3819 -0.4642 -0.2008 0.408
H 10.96733 5.04913 12.74936 0.0771 0.5484 0.0545 0.239
C 10.77309 18.34113 14.95832 0.9426 0.7285 -2.2374 1.600
O 6.29558 13.57428 9.04898 -0.9176 -1.2286 -0.5925 -0.489
H 5.79642 12.73921 8.98951 -0.2240 0.8207 -0.2938 0.384
H 12.71555 10.15184 9.49970 -0.6742 -0.2102 -1.2465 0.537
C 13.17754 7.47642 11.33893 0.7967 0.1968 0.0165 -1.000
H 7.93638 9.88012 18.27826 0.0525 -0.0372 -0.2422 0.437
H 9.58999 10.99616 15.27565 -0.4663 0.2133 -1.1087 0.383
H 7.97738 14.73953 8.05383 -0.7167 0.9706 -0.1895 0.353
H 9.11348 11.42396 7.44629 0.6543 -0.4670 0.2732 0.508
H 10.13807 14.87044 16.62102 -0.2419 -0.2438 -0.0370 -1.391
C 11.31146 19.77770 15.16786 0.8880 0.0443 1.3960 -1.996
H 12.46544 17.36706 15.98512 0.3054 0.8689 -0.0190 0.429
N 7.39602 13.07906 9.76257 0.5007 0.6926 2.1693 0.006
O 10.60820 6.96675 13.65545 -0.5328 -1.1456 -0.0076 -0.549
H 7.96330 15.28997 15.77343 -0.7600 -1.5330 0.9493 0.384
C 8.81742 13.56438 11.67887 1.1601 0.9374 1.9007 0.299
H 12.46341 6.84095 11.82258 -0.6062 -0.7224 -0.0250 0.148
H 7.48839 11.77359 7.41346 -0.5303 0.5473 -0.1747 0.539
H 11.06953 7.63714 13.12172 0.0274 0.1214 -0.1487 0.185
C 6.41781 13.65347 12.06876 -0.7183 -1.9305 -3.0402 -1.853
H 6.68309 14.16812 12.92025 0.6733 1.0330 2.0882 0.267
H 12.11408 20.05966 14.47338 -0.0583 -0.4210 0.1488 0.377
H 12.36957 11.97619 17.76023 -0.5544 0.4819 0.7806 0.212
H 9.86161 10.21761 17.52352 -0.2512 -0.4491 0.7995 0.178
H 9.27625 17.66943 18.26511 -0.2873 -0.1006 0.4431 0.626
H 12.64003 17.25910 14.20419 -0.4753 0.8615 0.3030 0.517
H 14.21471 9.78849 10.24723 0.5232 -0.0094 0.0284 0.382
H 6.32788 12.61134 17.33126 -0.0619 -0.3946 -0.1305 0.387
H 10.86459 13.83212 20.68126 0.3619 -0.1101 0.1521 0.526
C 9.31074 16.77151 16.37144 -0.1934 0.6740 0.7431 2.350
O 11.55951 10.48128 12.53821 -1.2828 0.6090 0.8606 -0.131
H 10.50822 12.47325 8.92580 0.4646 -0.1187 0.8377 0.716
H 14.75860 7.86266 14.37577 -0.4033 0.2826 -0.1990 0.460
C 8.69336 13.50637 20.44883 0.1852 -0.1880 -0.2371 -0.905
H 5.45719 14.07536 11.73207 0.2125 -0.3508 0.0278 0.446
H 10.07896 14.54529 10.39285 0.8421 1.5081 -0.3101 0.620
H 11.25081 8.11383 9.58936 0.1233 -0.2201 -0.0963 0.453
H 8.42324 14.47507 20.87148 -0.1404 -0.1086 0.1914 0.495
H 7.59937 17.27192 17.80202 -0.1394 0.1892 -0.4581 0.286
H 8.93240 19.57139 16.53769 -0.1479 1.4743 1.2453 0.371
H 14.73680 10.65449 12.67313 -0.2556 -0.3290 -1.2955 0.388
H 10.76739 15.53116 14.34323 0.1374 -0.0381 -0.0283 -0.433
H 6.64198 10.68464 19.24207 2.1430 0.1920 -0.7326 0.321
H 8.18792 15.76478 9.98906 1.4642 0.4676 -0.7920 0.526
H 8.91361 14.37684 12.44772 0.1409 -0.6443 -0.3061 -1.166
H 7.96322 10.93382 8.79998 0.4464 -0.8753 0.3390 0.488
```
Forces are in eV/Å.



Formula: C33H30BrIN8O4S2W
Source: the OMol25 dataset
Level of theory: ωB97M-V with the def2-TZVPD basis set

As for the spin multiplicity: 3. Its HOMO energy (spin up / spin down) is -7.6 / -7.9 eV. The calculation puts the total energy at -5749.6578 Eh. The maximum force is 2.09 eV/Å. As for the expectation value of S²: 2.392. As for the frontier orbital gap (spin up / spin down): 5.8806 / 6.2286 eV. The calculation puts the LUMO energy (spin up / spin down) at -1.76 / -1.63 eV.

Geometry as XYZ:
```
80
Properties=species:S:1:pos:R:3:forces:R:3:mulliken_charge:R:1
C 2.89996 3.22890 5.99156 -0.1343 0.0776 0.0336 -0.590
H -0.56001 -1.26954 5.06994 0.0152 -0.0150 0.0062 0.437
C -2.44461 3.02031 -3.27753 -0.0109 -0.1374 0.0648 -0.709
O 0.78746 4.15657 -0.68883 0.0655 0.0037 0.1209 -0.664
H 3.16089 3.33731 7.03550 0.0445 0.0215 -0.0040 0.371
O 2.63835 -2.22054 -3.91194 0.0387 -0.0353 -0.0777 -0.574
H -3.10841 0.73771 2.28829 -0.0152 0.0195 -0.0517 0.530
H 3.59924 -4.11306 -2.62845 -0.0859 -0.0099 -0.0630 0.386
C 3.46765 2.48322 3.76720 -0.6515 0.3011 0.5291 0.600
O 1.10528 1.95040 -0.44016 0.2743 1.4924 1.2124 -0.077
C -0.38343 1.15083 -5.99906 0.0375 -0.2066 0.1223 -0.523
H -1.19373 1.02850 0.75209 -0.0863 -0.1270 -0.0338 0.262
N -0.87761 1.26960 -1.77110 0.0419 0.5441 -0.0084 1.244
H -3.01507 3.68774 -3.90858 -0.0666 0.0155 0.0396 0.488
C -1.92799 0.83398 -2.46581 -0.0198 -0.2647 0.1324 -0.948
H -2.93049 -4.17810 1.03216 -0.0179 -0.0545 0.0441 0.393
H 4.04391 -4.35212 -0.28435 0.1205 -0.0193 -0.1969 0.426
H 0.38150 3.85284 3.82546 -0.0063 -0.0037 -0.0206 0.421
W 1.28006 0.12171 -1.03745 0.4339 0.6113 -1.9562 -1.169
H -2.80411 -0.44138 4.43637 -0.0010 -0.0140 0.0154 0.454
C -2.72306 1.66299 -3.23429 -0.0379 0.2017 -0.0646 -1.014
H 1.34981 -0.98750 3.51935 -0.0289 -0.0635 -0.0043 0.437
C 1.65551 3.64193 5.53823 0.0400 -0.0215 0.0578 -0.570
O 2.01395 -1.28506 -2.01997 0.7889 -1.1502 0.2045 0.404
C 3.80518 2.67041 5.11059 0.1443 -0.2248 -0.2710 -0.500
C -5.94667 -1.74086 0.91248 0.1491 -0.0807 -0.0074 -0.531
H -0.70905 1.74900 -6.84333 -0.0275 -0.0792 -0.0627 0.422
H 4.78500 2.35997 5.45564 -0.0085 -0.0385 0.0537 0.343
C -0.41097 -0.78452 -4.62890 0.0624 0.0770 0.0549 0.806
C -5.02214 -3.88708 1.51365 0.0577 -0.0062 -0.0110 -0.487
C -2.13986 0.33692 2.55181 -0.0196 0.0213 0.1370 -0.818
C 3.41137 0.89335 1.13656 0.5703 -0.1918 -1.5507 0.829
C 1.33813 3.50772 4.19382 0.0102 0.0373 0.0035 -0.580
C -1.07544 0.48791 1.68223 0.2811 0.0474 -0.1340 0.173
C -6.09206 -3.00431 1.46447 -0.1177 -0.0116 0.0239 -0.539
C 2.23016 2.93570 3.30636 0.2191 -0.0095 -0.1194 -0.070
C -4.70347 -1.37431 0.40639 -0.0760 0.3309 -0.0454 0.078
H -1.16105 4.54824 -2.42425 0.0408 0.0022 -0.0544 0.585
H -2.14908 -0.22231 -2.40021 0.1507 -0.0444 -0.0293 0.534
H 3.33793 -2.61132 1.24324 -0.1204 0.0398 0.0266 0.207
N 1.25801 0.12400 1.10267 1.6889 0.7407 0.7962 1.506
C 0.17599 -0.02870 2.01344 -0.9297 -0.2246 0.3188 0.078
N 2.27897 0.61476 1.75734 -1.0521 -0.5088 0.3082 -0.762
H 4.51600 -2.70898 -0.72957 0.0268 0.0180 -0.0038 0.365
H -7.05653 -3.29885 1.85629 0.0040 -0.0224 0.0167 0.360
C -1.96648 -0.31733 3.76317 0.0187 0.0779 -0.0407 -0.689
C 3.66164 -3.37563 -0.60386 -0.2250 0.1463 -0.1422 -0.897
C -3.78105 -3.50857 1.00716 0.2337 -0.0826 -0.0405 -0.697
H -0.09057 -2.69614 -3.73125 -0.0436 0.0122 0.0279 0.055
N 2.78281 -2.79576 0.41379 0.0910 -0.1311 0.1153 -0.269
C -3.66433 -2.25479 0.46758 -0.2854 0.1012 0.0316 0.621
H 0.94354 4.07480 6.22723 -0.0187 0.0045 0.0005 0.403
C 2.95140 -3.55746 -1.95317 -0.0470 0.5970 0.3502 -0.434
N 4.47248 1.40197 1.74831 0.0231 -0.0011 0.5155 -0.992
S 3.69365 0.49657 -0.56479 -1.3035 -0.0969 0.6250 -0.375
C 0.85882 1.03740 -4.11242 -0.3751 -0.4743 -0.0947 0.612
N 0.36010 -0.15867 -3.73758 -0.1657 0.1062 -0.9464 0.432
H 2.07727 -3.47856 0.67697 -0.0355 0.1396 0.0050 0.201
H 1.97015 2.85319 2.26307 -0.0539 0.0520 -0.0196 0.581
C -0.65854 2.59577 -1.77149 -0.0601 -0.3996 0.0697 1.115
H -1.79650 -2.24380 -3.87436 0.0141 -0.0156 0.0542 0.197
C -0.82088 -2.19970 -4.36327 -0.0227 0.0118 -0.0322 -1.233
H 5.39790 1.98508 3.31497 -0.0065 0.2017 -0.0219 0.239
H 2.03911 -4.14179 -1.79421 -0.0384 0.0215 -0.0656 0.186
C -0.70902 -0.78343 4.11483 -0.0176 -0.0915 0.0883 -0.857
H -6.77346 -1.04520 0.87003 -0.0170 -0.0037 0.0028 0.396
N 4.45825 1.91686 2.95290 0.2899 -0.3492 -0.3778 0.253
C 0.50991 3.01431 -0.92719 -0.3398 0.0330 -0.3154 -0.096
I -0.63426 -1.89632 -0.67383 -0.0295 -0.1749 0.1676 -0.250
H -3.54772 1.24059 -3.78989 -0.0003 -0.0392 -0.0131 0.538
H -1.46792 -0.65371 -6.49628 -0.0209 0.0458 -0.0545 0.465
C 0.36145 -0.63879 3.25023 0.2097 0.0210 -0.2539 -0.411
C 2.54062 -2.28615 -2.71492 0.0942 -0.4076 -0.1588 0.391
N 0.48976 1.72879 -5.18610 0.1943 0.3129 -0.0031 -0.587
C -1.41599 3.50028 -2.48906 0.1601 0.1139 0.1256 -0.650
H -5.14754 -4.87145 1.94486 -0.0038 -0.0141 0.0081 0.366
C -0.82759 -0.14160 -5.79257 0.0139 -0.0119 -0.0365 -0.737
Br -4.51882 0.37294 -0.33899 0.0638 -0.1360 0.0233 -0.092
H -0.89385 -2.73061 -5.31234 -0.0348 -0.0422 0.0206 0.493
S 2.06016 1.67292 -3.05690 -0.0542 -0.5651 0.8338 -0.290
```
Forces are in eV/Å.